Record 1
{"formula": "C3H6INO2", "method": "the ωB97M-V functional and the def2-TZVPD basis", "gap_ev": [9.124, 6.399], "e_lumo_ev": [-0.408, -1.343], "fmax_ev_per_a": 3.75, "charge": 0, "relative_energy_kcal_mol": 130.9, "elements": ["C", "C", "C", "N", "O", "O", "I", "H", "H", "H", "H", "H", "H"], "coordinates": [[0.227, 0.854, -1.263], [0.414, 0.630, 1.253], [-0.426, 0.541, 0.023], [-0.376, -2.059, 0.127], [0.496, -2.390, -0.645], [-1.169, -2.689, 0.750], [-2.430, 0.620, 0.215], [-0.440, 0.820, -2.062], [1.009, 0.016, -1.620], [0.955, 1.746, -1.258], [1.269, -0.083, 1.125], [-0.301, 0.377, 2.049], [0.772, 1.616, 1.305]], "atomic_forces_ev_per_a": [[3.50, -1.33, -0.23], [-1.15, -2.03, -0.57], [1.47, -0.68, -0.33], [0.76, 1.09, -0.92], [-0.62, -0.23, 0.67], [0.05, -0.20, -0.03], [-0.88, 0.25, -0.05], [-1.14, 0.69, -1.40], [-1.54, 1.18, 1.28], [-1.53, -0.84, 0.16], [-0.64, 0.59, 0.47], [1.08, 0.08, 0.42], [0.64, 1.44, 0.52]]}

Record 2
{"formula": "HNO4P", "method": "the ωB97M-V functional and the def2-TZVPD basis", "gap_ev": 10.326, "e_lumo_ev": -6.483, "fmax_ev_per_a": 2.45, "charge": 1, "relative_energy_kcal_mol": 8.1, "elements": ["N", "O", "O", "O", "O", "P", "H"], "coordinates": [[-1.586, 0.497, 0.101], [-2.202, 0.329, -0.843], [-1.355, 1.251, 0.943], [-0.472, -0.787, 0.250], [1.860, -0.026, -0.212], [0.984, -1.162, 0.409], [2.771, -0.101, -0.647]], "atomic_forces_ev_per_a": [[-0.05, 2.44, -0.21], [-0.26, -0.62, -0.01], [-0.26, -0.70, -0.03], [0.62, -0.82, 0.41], [0.88, 0.14, -0.99], [0.58, -0.38, -0.27], [-1.49, -0.07, 1.10]]}

Record 3
{"formula": "C18H23BBrF2O", "method": "the ωB97M-V functional and the def2-TZVPD basis", "gap_ev": 4.260, "e_lumo_ev": 2.210, "fmax_ev_per_a": 1.26, "charge": -1, "elements": ["C", "C", "B", "O", "C", "C", "C", "C", "Br", "H", "H", "H", "H", "H", "H", "H", "H", "H", "H", "H", "H", "H", "F", "C", "C", "C", "C", "C", "C", "H", "H", "H", "H", "H", "F", "C", "C", "C", "C", "C", "C", "H", "H", "H", "H", "H"], "coordinates": [[5.730, 0.315, -1.114], [4.281, 0.085, -1.569], [4.105, -1.015, -2.741], [5.280, -1.128, -3.552], [2.861, -1.761, -3.029], [1.970, -2.338, -1.960], [2.493, -3.508, -1.094], [3.362, -3.076, 0.078], [3.474, -4.855, -2.139], [5.793, 0.789, -0.127], [6.271, -0.633, -1.058], [6.274, 0.938, -1.826], [3.848, 1.039, -1.892], [3.699, -0.253, -0.704], [5.163, -1.914, -4.102], [3.003, -2.504, -3.831], [1.705, -1.552, -1.238], [1.016, -2.693, -2.381], [1.647, -4.080, -0.714], [4.385, -2.878, -0.245], [3.394, -3.843, 0.854], [2.966, -2.145, 0.489], [0.026, -2.797, 0.598], [-0.881, -1.923, 1.060], [-2.148, -1.926, 0.511], [-3.077, -1.017, 0.995], [-2.737, -0.124, 2.002], [-1.453, -0.143, 2.530], [-0.511, -1.048, 2.062], [-2.384, -2.624, -0.280], [-4.076, -1.007, 0.575], [-3.463, 0.583, 2.376], [-1.178, 0.556, 3.310], [0.497, -1.080, 2.453], [-4.792, 2.311, 3.258], [-4.958, 3.225, 2.277], [-4.982, 4.562, 2.618], [-5.145, 5.496, 1.605], [-5.280, 5.086, 0.285], [-5.251, 3.734, -0.024], [-5.088, 2.786, 0.976], [-4.873, 4.855, 3.653], [-5.161, 6.550, 1.850], [-5.402, 5.819, -0.500], [-5.351, 3.409, -1.052], [-5.051, 1.728, 0.756]], "atomic_forces_ev_per_a": [[-0.03, -0.06, 0.03], [0.21, -0.27, 0.10], [-0.28, 0.48, -0.03], [-0.03, -0.19, -0.20], [0.89, -0.84, 0.31], [-0.25, 0.21, -0.42], [-0.26, 0.31, 0.37], [0.28, -0.03, -0.19], [0.00, -0.19, -0.07], [0.01, 0.08, -0.05], [0.01, 0.01, 0.02], [0.02, -0.03, 0.00], [-0.06, -0.02, 0.06], [-0.12, 0.16, -0.04], [0.00, 0.29, 0.09], [-0.22, 0.13, -0.12], [-0.05, -0.10, 0.06], [-0.01, 0.05, 0.01], [0.02, -0.02, -0.03], [-0.03, 0.09, -0.04], [0.01, 0.01, -0.01], [-0.07, -0.09, 0.11], [-0.06, -0.04, 0.09], [0.02, 0.03, -0.03], [-0.01, 0.00, -0.01], [-0.02, 0.02, 0.01], [0.03, -0.04, 0.00], [0.00, 0.00, -0.02], [0.00, 0.01, 0.02], [0.01, 0.00, 0.00], [0.00, 0.00, 0.00], [0.01, -0.02, 0.01], [0.00, 0.00, 0.01], [0.01, 0.00, -0.02], [-0.05, 0.04, 0.01], [0.02, -0.01, 0.00], [-0.01, 0.02, 0.00], [0.00, 0.00, -0.01], [0.00, 0.00, 0.00], [-0.01, 0.01, 0.00], [0.00, -0.01, -0.02], [0.01, -0.01, 0.00], [0.00, 0.00, 0.00], [0.00, 0.00, 0.00], [0.01, 0.00, 0.00], [0.00, 0.00, 0.01]]}

Record 4
{"formula": "C40H59N6SSi2Ti", "method": "the ωB97M-V functional and the def2-TZVPD basis", "gap_ev": [5.244, 5.247], "e_lumo_ev": [2.474, 2.474], "fmax_ev_per_a": 1.43, "charge": -1, "relative_energy_kcal_mol": 0.0, "elements": ["Ti", "C", "C", "N", "C", "S", "N", "N", "C", "C", "C", "C", "C", "C", "C", "N", "H", "H", "H", "H", "H", "H", "H", "H", "H", "H", "H", "H", "H", "C", "Si", "C", "C", "C", "C", "C", "C", "C", "C", "N", "Si", "C", "C", "C", "H", "H", "H", "H", "H", "H", "H", "H", "H", "H", "H", "H", "H", "H", "H", "H", "H", "H", "H", "H", "H", "H", "C", "C", "C", "C", "C", "C", "C", "C", "N", "C", "C", "C", "C", "C", "C", "C", "C", "C", "C", "H", "H", "H", "H", "H", "H", "H", "H", "H", "H", "H", "H", "H", "H", "H", "H", "H", "H", "H", "H", "H", "H", "H", "H"], "coordinates": [[-0.047, 0.758, -0.124], [-3.858, -1.140, 3.669], [-2.639, -0.558, 4.380], [-2.214, 0.722, 3.852], [-1.707, 0.797, 2.561], [-0.811, -0.530, 1.923], [-1.960, 1.896, 1.918], [-1.391, 1.975, 0.666], [-1.923, 2.972, -0.106], [-2.795, 4.049, 0.460], [-1.677, 2.828, -1.465], [-2.138, 3.722, -2.489], [-1.975, 3.400, -3.795], [-1.344, 2.172, -4.136], [-0.873, 1.389, -3.118], [-0.974, 1.692, -1.816], [-4.154, -2.089, 4.116], [-4.706, -0.455, 3.732], [-3.634, -1.311, 2.617], [-2.839, -0.425, 5.447], [-1.798, -1.247, 4.295], [-2.867, 1.480, 4.014], [-2.872, 3.936, 1.537], [-2.392, 5.042, 0.245], [-3.803, 4.006, 0.040], [-2.631, 4.639, -2.198], [-2.333, 4.063, -4.573], [-1.228, 1.857, -5.162], [-0.373, 0.453, -3.327], [4.292, 0.706, 3.304], [2.529, 0.265, 2.726], [2.706, -1.496, 2.082], [1.550, 0.201, 4.334], [1.796, 1.383, 1.400], [2.421, 1.372, 0.110], [3.749, 1.002, -0.257], [4.203, 1.291, -1.519], [3.356, 1.906, -2.462], [2.049, 2.101, -2.108], [1.579, 1.776, -0.886], [1.606, 3.207, 1.889], [3.285, 3.812, 2.547], [1.301, 4.391, 0.455], [0.417, 3.669, 3.268], [4.627, -0.114, 3.944], [4.322, 1.614, 3.899], [5.024, 0.815, 2.508], [2.900, -2.174, 2.914], [3.527, -1.599, 1.373], [1.787, -1.822, 1.603], [2.232, 0.022, 5.166], [0.818, -0.600, 4.298], [1.001, 1.113, 4.536], [4.399, 0.556, 0.476], [5.227, 1.059, -1.787], [3.704, 2.178, -3.450], [1.321, 2.495, -2.810], [4.119, 3.438, 1.956], [3.451, 3.524, 3.583], [3.307, 4.902, 2.506], [2.172, 4.442, -0.197], [1.151, 5.385, 0.882], [0.437, 4.147, -0.151], [0.586, 3.106, 4.180], [-0.622, 3.546, 2.985], [0.604, 4.720, 3.496], [-4.102, -4.596, -1.370], [-3.698, -3.167, -1.107], [-4.646, -2.218, -0.760], [-4.244, -0.897, -0.571], [-5.227, 0.170, -0.169], [-2.915, -0.557, -0.723], [-1.905, -1.495, -1.021], [-2.362, -2.809, -1.233], [-0.576, -1.090, -1.048], [0.383, -2.054, -1.583], [0.050, -2.505, -3.019], [1.128, -3.443, -3.565], [2.469, -2.709, -3.613], [2.847, -2.267, -2.199], [2.994, -3.502, -1.308], [1.650, -4.229, -1.247], [1.243, -4.667, -2.655], [0.589, -3.285, -0.672], [1.746, -1.358, -1.651], [-5.102, -4.797, -0.986], [-3.411, -5.297, -0.900], [-4.108, -4.812, -2.442], [-5.686, -2.498, -0.644], [-6.249, -0.109, -0.430], [-4.989, 1.118, -0.653], [-5.187, 0.342, 0.909], [-2.648, 0.477, -0.587], [-1.681, -3.605, -1.500], [-0.022, -1.615, -3.650], [-0.921, -2.994, -3.067], [0.848, -3.764, -4.575], [2.386, -1.835, -4.267], [3.247, -3.357, -4.028], [3.787, -1.705, -2.220], [3.303, -3.207, -0.303], [3.768, -4.163, -1.712], [1.734, -5.111, -0.600], [0.281, -5.189, -2.620], [1.979, -5.370, -3.058], [0.917, -2.922, 0.305], [-0.339, -3.831, -0.491], [1.670, -0.468, -2.283], [2.023, -1.040, -0.638]], "atomic_forces_ev_per_a": [[-1.35, -0.48, 0.04], [0.03, 0.03, 0.07], [-0.08, -0.10, 0.03], [0.03, 0.19, 0.16], [-0.08, 0.27, -0.16], [-0.05, 0.24, -0.32], [0.10, -0.46, 0.40], [0.36, -0.50, 0.03], [-0.17, 0.21, -1.04], [0.08, 0.12, -0.01], [-0.35, 0.42, 0.82], [0.01, -0.01, -0.07], [-0.10, 0.17, 0.09], [0.14, -0.25, 0.14], [-0.06, -0.15, -0.53], [0.40, -0.26, 0.86], [-0.01, -0.07, 0.02], [-0.04, 0.03, 0.02], [0.02, -0.02, -0.10], [-0.01, 0.00, -0.02], [-0.01, -0.01, 0.03], [0.06, -0.08, -0.03], [-0.01, 0.02, -0.02], [0.02, 0.09, -0.03], [-0.07, 0.02, 0.00], [-0.01, 0.06, 0.03], [0.00, 0.02, 0.00], [0.01, -0.04, -0.04], [0.05, -0.07, -0.03], [-0.18, -0.07, -0.01], [0.00, 0.02, -0.01], [-0.08, 0.12, 0.06], [0.07, -0.01, -0.16], [0.19, 0.12, -0.03], [0.36, 0.13, -0.11], [-0.07, 0.11, -0.21], [-0.12, -0.03, 0.11], [0.07, -0.04, 0.07], [-0.22, -0.07, 0.11], [0.86, 0.38, -0.35], [0.03, 0.00, 0.02], [-0.16, -0.02, -0.02], [0.00, -0.13, 0.16], [0.09, -0.08, -0.18], [0.02, -0.07, 0.03], [-0.02, 0.08, 0.07], [0.09, 0.03, -0.15], [0.05, -0.05, 0.09], [0.09, 0.00, -0.11], [-0.03, -0.01, 0.02], [0.08, -0.02, 0.08], [-0.07, -0.10, -0.02], [-0.10, 0.17, 0.03], [0.09, -0.04, 0.09], [0.02, 0.00, 0.01], [0.00, -0.01, 0.04], [0.01, -0.03, 0.06], [0.13, -0.06, -0.10], [0.02, -0.04, 0.13], [-0.01, 0.10, -0.01], [0.13, -0.01, -0.11], [0.00, 0.06, 0.06], [-0.22, -0.07, -0.11], [0.04, -0.11, 0.15], [-0.19, -0.04, -0.07], [0.01, 0.11, 0.00], [-0.01, 0.02, -0.02], [-0.03, 0.01, 0.00], [0.05, 0.02, 0.01], [0.00, -0.05, -0.03], [0.00, 0.00, -0.01], [-0.03, -0.01, 0.02], [-0.16, 0.09, 0.13], [-0.18, -0.24, -0.06], [0.08, 0.33, -0.04], [0.22, -0.04, 0.03], [0.00, 0.02, -0.14], [0.03, -0.01, -0.09], [-0.01, 0.04, -0.01], [0.05, 0.00, 0.02], [0.00, -0.01, -0.02], [0.02, -0.04, 0.04], [-0.02, -0.03, 0.02], [0.06, -0.14, 0.20], [0.03, -0.04, 0.03], [-0.04, -0.01, 0.01], [0.02, -0.02, 0.01], [0.00, -0.01, -0.01], [-0.07, -0.02, 0.00], [-0.03, -0.01, 0.00], [0.01, 0.02, -0.01], [-0.01, 0.00, 0.02], [0.06, 0.11, 0.02], [-0.33, 0.17, 0.05], [0.01, 0.06, -0.04], [0.13, 0.07, -0.11], [0.01, 0.02, 0.04], [0.01, 0.02, -0.03], [0.03, -0.04, -0.01], [-0.01, -0.02, -0.01], [0.00, 0.00, 0.02], [0.02, -0.02, -0.01], [0.01, 0.05, -0.02], [-0.03, -0.04, 0.00], [0.03, -0.02, -0.02], [-0.04, -0.03, -0.01], [0.33, 0.09, 0.04], [-0.03, -0.01, 0.02], [-0.02, -0.01, -0.03]]}

Record 5
{"formula": "C3H7NO3", "method": "the ωB97M-V functional and the def2-TZVPD basis", "gap_ev": 10.235, "smiles": "N[C@@H](CO)C(=O)O", "e_lumo_ev": 0.331, "fmax_ev_per_a": 5.04, "charge": 0, "relative_energy_kcal_mol": 49.4, "elements": ["C", "C", "C", "H", "H", "H", "H", "H", "H", "H", "N", "O", "O", "O"], "coordinates": [[-0.349, 0.350, -0.312], [-0.967, -0.995, -0.067], [1.060, 0.356, 0.459], [-2.072, 1.026, -0.759], [-1.729, 1.419, 0.759], [-0.062, 0.466, -1.437], [0.701, -0.011, 1.470], [1.521, 1.332, 0.475], [2.800, -0.160, -0.101], [0.736, -1.615, -0.321], [-1.295, 1.399, -0.207], [-2.118, -1.063, 0.348], [1.936, -0.474, -0.107], [-0.161, -2.028, -0.201]], "atomic_forces_ev_per_a": [[2.63, 0.01, -3.16], [-2.15, 0.20, 1.29], [-3.99, 2.27, 2.07], [0.02, 0.57, 0.12], [0.75, -0.03, -1.27], [-0.10, -0.88, 1.62], [1.10, 0.63, -0.42], [-0.60, 0.68, 0.45], [2.18, 0.76, 0.03], [-0.36, -1.19, -0.25], [-1.31, 0.89, 2.14], [1.40, -0.56, -0.85], [-0.31, -3.35, -1.65], [0.75, -0.01, -0.13]]}

Record 6
{"formula": "C5H8N2", "method": "the ωB97M-V functional and the def2-TZVPD basis", "gap_ev": 7.814, "e_lumo_ev": 0.760, "fmax_ev_per_a": 0.91, "charge": 0, "relative_energy_kcal_mol": 61.4, "elements": ["C", "N", "C", "C", "C", "N", "C", "H", "H", "H", "H", "H", "H", "H", "H"], "coordinates": [[-0.106, -0.343, -2.109], [-0.260, -0.046, -0.690], [-0.330, 1.209, -0.263], [0.192, 1.150, 1.107], [-0.075, -0.270, 1.569], [-0.160, -0.601, 2.804], [0.001, -0.964, 0.300], [-0.693, 0.372, -2.687], [0.953, -0.232, -2.372], [-0.426, -1.361, -2.343], [-0.432, 2.040, -0.947], [0.141, 1.966, 1.825], [1.256, 0.852, 0.864], [-0.130, -1.615, 2.899], [-0.059, -2.020, 0.090]], "atomic_forces_ev_per_a": [[-0.11, -0.10, -0.21], [0.07, 0.14, 0.07], [0.24, -0.22, -0.19], [0.23, -0.05, 0.20], [0.16, -0.09, 0.08], [0.08, -0.07, -0.40], [-0.22, -0.13, -0.09], [0.03, -0.12, 0.07], [-0.23, -0.07, 0.06], [-0.02, 0.18, 0.17], [0.13, -0.18, 0.07], [-0.21, -0.15, -0.21], [0.06, 0.81, 0.41], [-0.10, -0.03, 0.02], [-0.10, 0.07, -0.06]]}